DFT (ωB97M-V/def2-TZVPD) results for C29H64Ba2F3NO32P6 as an isolated structure.

Each line ends with the Löwdin charge.
Geometry (Å):
Ba1 -2.7521 -3.3202 -0.9906  2.0127
Ba2 4.2308 0.8180 3.5802  1.9780
P1 -0.9821 2.9711 -3.8702  0.3116
P2 -2.5401 1.8214 7.5025  0.2986
P3 -5.0405 0.0486 -0.2012  0.3299
P4 2.2860 4.1025 1.8015  0.3068
P5 5.1941 -3.2090 2.9984  0.2931
P6 -2.0044 -1.8847 -4.7476  0.3058
F1 4.0097 -1.7337 -3.4439  0.1573
F2 3.1438 0.1766 -2.8293  0.1360
F3 5.2900 -0.0019 -3.1233  0.1721
O1 1.4961 0.0541 3.5614  -0.1454
O2 4.2176 1.1782 -5.3629  0.1727
O3 -2.0605 3.1847 7.3689  -0.2155
O4 4.8184 -4.1823 4.1055  -0.1596
O5 -2.7304 -0.5350 -4.8964  -0.1912
O6 2.9616 2.9912 2.5035  -0.4333
O7 -1.1075 -2.9327 5.8262  0.0588
O8 -1.1045 4.5177 -3.7335  -0.1939
O9 4.8373 -1.8191 3.3141  -0.4192
O10 -0.6303 -1.9127 -1.0346  -0.2693
O11 2.9361 5.4998 1.9485  -0.1681
O12 -3.4626 1.6130 8.7520  -0.1911
O13 -1.7586 2.3195 -4.9150  -0.2026
O14 3.3390 -0.8542 -5.7845  0.0213
O15 -5.3967 0.8908 -1.4643  -0.1712
O16 -1.9440 -2.0850 1.2491  -0.2162
O17 -2.3243 -2.5747 -6.1154  -0.1830
O18 -0.5045 -1.4586 -4.8001  -0.1789
O19 -3.2521 -2.7359 5.7705  0.0783
O20 -2.3644 -2.6760 -3.5546  -0.4355
O21 4.4417 -3.8108 1.7462  -0.1749
O22 -6.4219 -0.2658 0.4453  -0.1642
O23 0.5906 2.6816 -3.9483  -0.2023
O24 -1.3007 2.5347 -2.4019  -0.2085
O25 -4.2231 -1.1583 -0.4819  -0.4323
O26 -4.3957 1.0290 0.8236  -0.1689
O27 -1.4793 0.6823 7.7034  -0.2018
O28 -3.3998 1.3288 6.2525  -0.2221
O29 0.8014 4.2845 2.2817  -0.1686
O30 6.7204 -3.4652 2.7617  -0.1918
O31 2.9973 -0.0673 1.1613  -0.1187
O32 2.2544 4.0013 0.2630  -0.1604
N1 -2.1914 -3.0565 5.2871  -0.4442
C1 3.9294 0.0656 -5.0467  -0.4306
C2 0.5263 -2.0915 -4.0176  -0.0601
C3 1.0171 -0.4235 2.5019  -0.3351
C4 -0.8057 -1.5491 1.3220  -0.3875
C5 4.2829 -3.0609 0.5323  -0.0758
C6 -7.1855 -1.3689 -0.0217  -0.0858
C7 1.2694 -1.0282 0.0286  0.0047
C8 -1.2847 1.1395 -2.0714  -0.0639
C9 -2.2170 -3.6857 3.9323  0.0365
C10 -4.5702 1.9732 -1.9532  -0.0399
C11 4.4598 -0.6351 -7.9752  -0.0403
C12 3.4968 5.9026 3.2173  -0.0506
C13 1.1879 2.1514 -5.1365  -0.0848
C14 7.3926 -2.9302 1.6136  -0.0603
C15 1.8415 -0.4958 1.2083  -0.3758
C16 1.6773 2.8876 -0.4392  -0.0360
C17 -1.8566 -3.8723 -6.4706  -0.0650
C18 -1.1691 5.2941 -4.9554  -0.0539
C19 -0.2521 -1.0324 2.4733  0.0204
C20 -4.4671 2.2008 5.8817  -0.0970
C21 -3.9618 0.3236 9.1155  -0.0775
C22 3.1716 -0.5314 -7.1846  -0.1874
C23 4.1036 -0.4041 -3.5907  -0.5172
C24 5.2556 -5.5525 4.0823  -0.0459
C25 0.1035 3.2727 3.0206  -0.0572
C26 -4.1164 -0.4444 -5.2418  -0.0474
C27 -3.0051 0.9304 1.1921  -0.0549
C28 -0.0283 -1.4814 -0.0046  -0.3661
C29 -0.4552 0.4197 6.7280  -0.0728
H1 8.4345 -2.7564 1.8650  0.0990
H2 0.0918 -2.7485 -3.2706  0.0630
H3 -2.2510 0.8721 -1.6603  0.0582
H4 0.6817 3.1308 -0.8116  0.0874
H5 4.3773 -0.1285 -8.9301  0.0904
H6 -2.4354 0.3665 0.4575  0.0553
H7 2.1766 2.5850 -5.2462  0.0860
H8 7.3170 -3.6265 0.7816  0.1006
H9 3.6017 5.0675 3.9127  0.0756
H10 -2.9349 0.4497 2.1645  0.0981
H11 0.3073 -0.1147 7.2984  0.0928
H12 3.2234 -2.8872 0.3309  0.0777
H13 1.2546 -2.5230 -4.6938  0.0928
H14 -3.7525 2.2107 -1.2750  0.0733
H15 0.6466 2.4039 -6.0523  0.0914
H16 -8.2249 -1.0557 -0.0811  0.1007
H17 -1.0449 0.5318 -2.9478  0.0805
H18 -0.5809 6.1846 -4.7522  0.0953
H19 -3.5744 0.0509 10.0949  0.0941
H20 -2.6129 1.9417 1.2754  0.0940
H21 4.5057 -6.1612 3.5700  0.0983
H22 -0.4527 0.9410 -1.3914  0.0819
H23 -3.0063 -3.1783 3.3875  0.0850
H24 0.0827 1.3317 6.4583  0.0832
H25 -4.3605 2.5010 4.8434  0.0801
H26 5.2853 -0.2133 -7.3998  0.0825
H27 4.6992 -2.0524 0.5582  0.0757
H28 4.6997 -3.6412 -0.2872  0.0992
H29 -6.8820 -1.7643 -0.9942  0.0859
H30 6.1845 -5.6904 3.5350  0.0906
H31 0.7591 2.6790 3.6498  0.0672
H32 -4.4524 3.1172 6.4711  0.0867
H33 4.4479 6.3700 2.9979  0.0968
H34 -3.6495 -0.4544 8.4174  0.0813
H35 -2.5446 -4.7156 4.0544  0.1047
H36 -4.5615 0.4073 -4.7355  0.0807
H37 1.0125 -1.3094 -3.4306  0.0746
H38 -4.6761 -1.3471 -4.9924  0.0941
H39 6.9853 -1.9592 1.3168  0.0835
H40 -0.8960 -1.0367 3.3433  0.1161
H41 -1.5565 -3.8802 -7.5152  0.0987
H42 -0.9360 -4.1148 -5.9215  0.0889
H43 1.2094 1.0619 -5.0746  0.0776
H44 -2.1998 5.5513 -5.1716  0.0951
H45 1.5618 2.0101 0.2040  0.0703
H46 -4.2083 -0.2681 -6.3131  0.1040
H47 -5.4136 1.6740 5.9890  0.0925
H48 -0.4434 2.6340 2.3218  0.0793
H49 -5.0490 0.3492 9.1403  0.0927
H50 2.3400 2.6455 -1.2625  0.0989
H51 2.8148 6.5905 3.7164  0.1008
H52 -1.2417 -3.5611 3.4868  0.0801
H53 -0.8095 -0.1943 5.9125  0.0656
H54 4.7084 -1.6878 -8.1114  0.0851
H55 -0.6421 3.7706 3.6375  0.1017
H56 -5.1941 2.8656 -1.9831  0.1080
H57 2.4362 -1.2529 -7.5447  0.1262
H58 -0.7200 4.7708 -5.7974  0.0845
H59 -4.2235 1.7334 -2.9534  0.0794
H60 -7.1402 -2.2184 0.6661  0.0953
H61 2.6496 0.4231 -7.2769  0.1215
H62 1.8935 -1.0868 -0.8525  0.1121
H63 -2.5931 -4.6467 -6.2784  0.0951
H64 5.3408 -5.9109 5.1009  0.0992

Cartesian forces (eV/Å) of the 2 atoms listed first:
Ba 0.136 1.342 0.057
Ba -1.607 -0.572 -1.110

Calculated values
* 2S+1: 1
* M: 1456.300 g/mol
* frontier orbital gap: 7.5 eV
* E: -6004.83608 hartree
* charge: +2

=====

DFT (ωB97M-V/def2-TZVPD) results for C29H67IO16SSi2 as an isolated structure.

Each line ends with the Löwdin charge.
Geometry (Å):
I1 3.4523 0.3404 3.4566  0.5751
S1 0.8958 -2.1261 5.6961  0.7500
Si1 2.9042 -1.7600 2.2685  0.1656
Si2 0.1882 -0.8516 2.8399  0.4487
O1 -0.4659 -2.6319 8.8983  -0.0700
O2 5.4549 -1.6819 -1.1236  -0.2064
O3 1.2062 -2.2148 2.2952  -0.4313
O4 -0.1080 -6.5932 4.6958  -0.0751
O5 1.3750 -2.8459 -5.1430  -0.0690
O6 9.4216 3.4059 -5.0145  -0.0821
O7 -0.9089 1.6049 -0.8603  -0.0675
O8 -1.8203 -5.0840 -1.9049  -0.0734
O9 -4.3042 5.5863 -2.5418  -0.0664
O10 10.1975 -1.3577 2.8655  -0.0713
O11 -2.5455 0.9656 3.3065  -0.2042
O12 1.5100 -0.9371 -2.2552  -0.0576
O13 2.3987 -1.8627 6.0926  -0.4845
O14 -4.0751 8.0337 -4.3775  -0.0680
O15 0.7237 -3.5026 5.0066  -0.4382
O16 -4.2879 3.5732 3.2570  -0.1673
C1 -2.8487 3.5655 3.5471  -0.1576
C2 3.4801 -1.8208 0.4206  -0.2665
C3 0.1192 -0.6850 4.7755  -0.3739
C4 -2.6116 0.0425 2.1712  -0.2479
C5 8.5863 0.0717 0.1482  -0.0255
C6 6.9111 -1.8730 -1.0419  -0.1915
C7 7.4481 0.5010 -2.5048  -0.0235
C8 4.5989 0.5491 -0.0431  -0.0965
C9 9.1075 2.5157 -1.2550  -0.0723
C10 -4.6049 3.0099 1.9359  -0.1534
C11 -4.0324 3.6439 0.5333  -0.0067
C12 4.9192 -1.0825 0.1339  -0.3689
C13 -5.9537 0.9277 0.5155  -0.0006
C14 -5.5942 1.6610 1.9530  0.0216
C15 -4.8141 -3.2961 -1.7647  -0.1108
C16 -5.8336 -0.9048 -2.2022  -0.1335
C17 -5.3495 1.5059 -0.9312  -0.0746
C18 -5.6752 0.7123 -2.3662  -0.4465
C19 9.3151 1.5536 0.0839  -0.0684
C20 -4.1184 -2.1074 -4.0128  -0.0844
C21 -4.4822 -1.7912 -2.4174  -0.4839
C22 7.6819 -0.3970 -1.1382  -0.1239
C23 -7.1595 1.2903 -2.8764  -0.0892
C24 -4.5938 1.2108 -3.4895  -0.0851
C25 -1.6028 -1.2529 2.2597  -0.2334
C26 -3.1396 -1.2643 -1.6517  -0.0768
C27 8.1932 1.9966 -2.5461  -0.0596
C28 -2.0135 2.2859 2.9546  -0.1907
C29 -4.4166 2.8744 -0.8924  -0.0280
H1 -2.2397 -5.9374 -2.0922  0.0441
H2 -3.2865 -1.3574 -4.3765  0.0733
H3 -7.0155 2.4717 -2.9598  0.0934
H4 11.1458 -1.4660 3.0330  0.0431
H5 10.2211 2.8586 -4.9988  0.0503
H6 0.8739 -1.6675 -2.2262  0.0462
H7 -2.3726 4.5363 3.0597  0.1337
H8 -2.2598 -1.0344 -2.4220  0.0893
H9 4.9250 0.9392 -1.0982  0.0794
H10 -4.8118 -3.2845 -0.5933  0.0886
H11 -1.8468 2.4803 1.8138  0.1069
H12 1.0678 -2.0811 -5.6525  0.0363
H13 6.7916 0.1423 -3.4341  0.1033
H14 -3.9373 7.1623 -3.9766  -0.0054
H15 -7.9854 0.9936 -2.1019  0.0904
H16 -1.0337 -0.6823 5.0822  0.0986
H17 -4.5918 0.6020 -4.4907  0.0884
H18 -1.5419 -1.7056 1.1631  0.0871
H19 3.6376 -2.8536 2.9539  -0.0119
H20 9.9006 -0.7671 3.5740  0.0427
H21 8.0569 2.7337 -3.4724  0.0637
H22 0.5281 0.3731 5.0792  0.0786
H23 0.6827 -6.9678 5.1124  0.0360
H24 -4.8437 7.9074 -4.9538  0.0364
H25 7.2628 -2.5036 -0.1084  0.1308
H26 -6.3206 -1.2564 -1.1802  0.1128
H27 0.1919 -2.2174 6.9403  0.0673
H28 -1.5961 -5.1349 -0.9636  0.0442
H29 -4.2575 5.4922 -1.5784  0.0223
H30 3.5677 -2.9572 0.0956  0.1118
H31 3.4496 0.7615 0.1865  0.0643
H32 0.6188 0.4203 2.2783  -0.0247
H33 1.8011 -2.4538 -4.3659  0.0144
H34 -2.6644 3.6558 4.7202  0.1471
H35 -1.7207 2.1092 -1.0202  0.0086
H36 0.4019 -3.0612 8.9403  0.0502
H37 -0.9292 2.3472 3.4515  0.1347
H38 -3.7166 -0.4101 2.1727  0.1249
H39 9.6258 3.5670 -1.2531  0.0734
H40 7.2806 -2.4734 -1.9975  0.1350
H41 5.6890 -1.2571 0.9995  0.1346
H42 -1.0921 -3.3535 9.0604  0.0561
H43 0.0692 -5.6408 4.6715  -0.0069
H44 -2.0214 -2.1232 2.9619  0.1091
H45 -6.6542 -0.0265 0.5884  0.0919
H46 -7.3439 0.8114 -3.9543  0.0998
H47 0.9600 -0.1440 -2.1683  0.0337
H48 8.9013 3.0394 -5.7453  0.0467
H49 -3.5244 1.1772 -2.9707  0.0844
H50 -6.6080 -1.2541 -3.0413  0.1275
H51 -2.4674 0.5183 1.1142  0.1043
H52 -3.2834 -0.3577 -0.9293  0.0611
H53 -3.9285 -4.0306 -2.0805  0.0632
H54 -3.9542 3.3870 -1.8663  0.0767
H55 2.6743 -1.3417 -0.2920  0.0687
H56 9.9796 1.8730 1.0219  0.0819
H57 -2.7171 -2.1531 -0.9755  0.0787
H58 -5.7984 -3.6944 -2.2552  0.0891
H59 -0.3265 2.2353 -0.4104  0.0449
H60 -5.1944 5.9349 -2.7001  0.0587
H61 -3.8071 -3.2455 -4.1688  0.0962
H62 5.2180 1.1376 0.7831  0.0647
H63 -5.9848 1.2590 3.0073  0.1182
H64 -4.7735 2.3573 -3.7620  0.0930
H65 -5.1091 -1.8423 -4.6088  0.0820
H66 8.6632 -0.6724 1.0532  0.0701
H67 -3.3545 4.6232 0.5706  0.1065

Cartesian forces (eV/Å) of the 2 atoms listed first:
I 0.010 -0.280 -0.151
S 4.434 -2.824 0.615

Calculated values
* 2S+1: 1
* M: 886.982 g/mol
* frontier orbital gap: 7.8 eV
* E: -3623.05774 hartree
* charge: 0

=====

DFT (ωB97M-V/def2-TZVPD) results for a 14-piece molecular cluster, C29H68B4F28N7O11P overall.

Each line ends with the Löwdin charge.
Geometry (Å):
P1 -4.5445 -2.7841 -4.0021  0.1650
F1 -3.3761 0.2482 3.0140  0.1541
F2 3.1417 -7.4818 3.8357  0.0999
F3 -4.1623 -1.2400 -3.6204  -0.1909
F4 -4.2109 -2.7307 -5.5565  -0.1283
F5 1.4168 3.6877 1.5648  0.1398
F6 3.2420 -8.5760 1.9951  0.1802
F7 3.5200 4.4599 1.7175  0.1445
F8 0.7031 1.5747 -0.3547  0.1393
F9 -2.4877 -1.6931 3.5807  0.1454
F10 -1.5699 1.3554 0.1400  0.1356
F11 -2.9431 5.0123 -2.3815  0.1395
F12 -4.9978 -3.0581 -2.4278  -0.2101
F13 -4.5244 -1.5536 2.7939  0.1857
F14 0.9183 -3.8484 -2.8700  0.1748
F15 2.9609 -4.4351 -2.5210  0.0831
F16 -6.0300 -2.1730 -4.2619  -0.1877
F17 -3.9103 6.7574 -3.4865  0.1106
F18 2.0491 4.7984 3.4282  0.1228
F19 -3.0588 -3.3675 -3.5984  -0.1726
F20 1.6969 -3.6293 -0.9238  0.1211
F21 0.0285 -0.1146 0.8979  0.1995
F22 -5.1305 -4.2448 -4.1884  -0.1461
F23 -1.8405 6.9680 -2.5845  0.1053
F24 -0.6217 -0.0990 -1.1295  0.1630
F25 -3.6795 6.6545 -1.1456  0.0893
F26 1.7915 5.9186 1.4408  0.1138
F27 2.7622 -9.5864 3.7618  0.1343
F28 -4.0421 -0.8815 4.9175  0.1549
O1 3.9118 -2.1062 -2.7834  -0.0836
O2 -3.1918 4.4333 2.1963  0.1557
O3 1.8849 -1.2164 -3.5238  -0.2529
O4 0.9801 -6.8433 2.2032  -0.1115
O5 -4.8617 1.8400 -1.4257  0.1069
O6 0.3424 -9.0412 1.9958  -0.2882
O7 1.5960 4.8762 -1.3872  0.1500
O8 -3.3780 -3.6113 0.5060  0.1699
O9 3.3018 0.9311 1.3834  0.1279
O10 3.3966 -1.6184 3.0847  0.1517
O11 -2.0494 -0.0421 -6.0617  0.1159
N1 5.4575 1.7555 1.9379  0.1206
N2 -0.5628 0.3513 -4.1646  0.1104
N3 1.5831 -1.7713 4.6061  0.0984
N4 -0.9103 4.0848 2.7723  0.1412
N5 -5.4516 4.2135 -1.9697  0.1163
N6 -2.8733 -1.3248 0.7035  0.1162
N7 3.0219 3.0330 -1.3015  0.1088
C1 4.7359 -1.5139 -1.7963  -0.3140
C2 -1.2910 -0.5351 -5.2237  -0.3085
C3 6.2338 0.3851 2.0545  0.0802
C4 -2.6175 -2.7176 0.2034  -0.3261
C5 3.4589 -3.6672 4.2942  0.0516
C6 -4.1140 -0.6853 0.1431  0.0239
C7 2.4754 -2.0425 -2.5388  -0.3933
C8 -1.5819 1.1565 -3.3642  0.0263
C9 -0.1932 -6.0446 2.4897  -0.2375
C10 1.0614 -8.1092 2.8211  -0.4680
C11 -1.3502 -3.0027 -0.6440  0.0133
C12 0.0649 -4.6581 1.9333  -0.0816
C13 -0.9423 -2.0322 -5.3054  0.0295
C14 1.9832 -3.4629 -2.2221  -0.5249
C15 3.9972 1.5796 2.2037  -0.3481
C16 3.8718 5.4003 -2.0858  0.0416
C17 -1.6330 4.2607 0.3358  0.0516
C18 -5.9956 4.6828 -0.6265  0.0425
C19 -6.3672 2.1491 -3.2649  0.0249
C20 3.6282 1.9527 3.6505  0.0380
C21 0.5777 -1.1493 3.6900  0.0281
C22 -5.4366 2.6772 -2.1767  -0.2554
C23 -1.2131 2.7222 3.5408  0.0862
C24 2.8640 -2.2898 3.8996  -0.3425
C25 2.5211 2.0464 -2.3513  0.0245
C26 6.1595 -1.8947 -2.1138  -0.0883
C27 2.7769 4.5148 -1.5721  -0.3234
C28 2.5905 -8.4453 3.0989  -0.6549
C29 -2.0566 4.3243 1.8171  -0.3508
B1 -3.6296 -0.9519 3.6086  -1.4636
B2 -0.3459 0.7120 -0.0801  -1.4706
B3 -3.1002 6.3608 -2.4074  -1.2973
B4 2.2073 4.7021 2.0408  -1.3501
H1 4.7700 -0.4244 -1.7930  0.0856
H2 0.3793 -4.6903 0.8901  0.0623
H3 -0.7094 4.8622 3.3850  0.1742
H4 4.0198 2.9420 -1.1746  0.1450
H5 3.1238 2.1219 -3.2563  0.1055
H6 -4.6090 0.0376 0.7915  0.0961
H7 -0.7299 -3.9128 1.9646  0.0583
H8 -5.4091 5.5165 -0.2403  0.0971
H9 -6.0116 3.7947 0.0052  0.0956
H10 7.2913 0.6486 2.0394  0.1044
H11 1.0029 -0.2544 3.2357  0.0817
H12 1.1540 -2.4765 5.1880  0.1769
H13 3.4613 3.0292 3.6897  0.0764
H14 -7.0730 4.8302 -0.7013  0.1021
H15 -4.8364 -1.4791 -0.0472  0.1075
H16 -2.4181 3.6643 -0.1288  0.0853
H17 -2.1909 2.3062 3.2980  0.0848
H18 -0.6721 3.8026 0.1016  0.0706
H19 0.9587 -4.2487 2.4039  0.0403
H20 -4.5541 4.6411 -2.1476  0.0887
H21 3.7317 5.3210 -3.1638  0.1119
H22 -6.0296 4.6812 -2.6533  0.1660
H23 1.5584 2.4290 -2.6904  0.0954
H24 -0.4211 -2.5939 -0.2470  0.0638
H25 2.5934 1.6819 3.8602  0.0910
H26 0.0567 -2.1277 -5.7308  0.1017
H27 4.2902 1.6071 4.4444  0.1036
H28 -1.3922 -2.6747 -1.6827  0.0726
H29 -3.8633 -0.2007 -0.8005  0.0702
H30 -1.0097 -2.3934 -4.2792  0.0629
H31 -7.4011 2.4714 -3.1421  0.0941
H32 0.5628 -1.9331 2.9326  0.0910
H33 5.5611 2.0881 0.9898  0.1651
H34 5.9641 -0.3969 1.3446  0.1034
H35 4.1241 -3.4704 5.1349  0.0959
H36 5.6983 2.5348 2.5336  0.1716
H37 -2.3694 0.4772 -3.0379  0.0873
H38 2.3572 -1.4239 -1.6492  0.1154
H39 3.8881 6.4038 -1.6605  0.1167
H40 -0.3960 -6.0078 3.5601  0.1035
H41 -1.1623 -6.3557 2.0995  0.1218
H42 2.6499 -4.3478 4.5596  0.0937
H43 -1.0219 1.6342 -2.5602  0.0816
H44 6.0702 -0.1022 3.0157  0.0970
H45 4.0734 -4.0809 3.4946  0.1103
H46 2.5255 0.9717 -2.1692  0.0853
H47 2.6205 2.7479 -0.4197  0.1143
H48 6.1838 -2.9756 -2.2520  0.0864
H49 4.8381 4.9137 -1.9537  0.0817
H50 -1.1437 2.9117 4.6119  0.0985
H51 -6.0533 2.3507 -4.2891  0.1010
H52 -0.1019 3.9338 2.1859  0.0739
H53 4.5985 -1.7815 -0.7486  0.1066
H54 -6.4563 1.0634 -3.2275  0.0992
H55 -0.4157 -1.1289 4.1381  0.1064
H56 0.0675 -0.2589 -3.6640  0.0895
H57 6.7985 -1.7015 -1.2522  0.0568
H58 -2.8995 -1.2994 1.7128  0.0981
H59 0.5500 -8.0620 3.7825  0.1134
H60 -2.0259 -0.8286 0.4671  0.1027
H61 -1.2524 -4.0722 -0.8304  0.1037
H62 1.8424 -1.0881 5.3033  0.1688
H63 6.6122 -1.5171 -3.0307  0.0789
H64 -1.7350 5.2852 -0.0220  0.1007
H65 -0.4489 2.0143 3.2199  0.0814
H66 0.0155 1.0005 -4.6786  0.1610
H67 -2.0357 1.8024 -4.1159  0.1001
H68 -1.7814 -2.5187 -5.8029  0.0830

Cartesian forces (eV/Å) of the 2 atoms listed first:
P -2.642 -1.581 2.541
F 0.884 2.694 -0.358

Calculated values
* 2S+1: 1
* M: 1297.067 g/mol
* frontier orbital gap: 1.3 eV
* E: -5594.38832 hartree
* charge: 0